# 1
Density functional theory data (ωB97M-V/def2-TZVPD) for C37H51AsN4RuSe as an isolated structure.

ΔE to the lowest compared entry with this formula, charge and spin: 0.0 kcal/mol
molar mass: 806.8 g/mol
lowest unoccupied orbital energy (alpha / beta): -2.09 / -2.98 eV
charge: +1
HOMO level (alpha / beta): -9.89 / -9.87 eV
2S+1: 2
gap between HOMO and LUMO (alpha / beta): 7.80 / 6.90 eV

Positions of all 95 atoms, in Å:
Ru -0.305 -0.448 -1.527
N -0.465 -1.805 -3.168
C 0.288 -1.351 -4.350
C 1.588 -0.738 -3.879
N 1.344 0.273 -2.825
C 1.008 1.633 -3.325
C -0.496 1.840 -3.463
N -1.153 1.425 -2.215
H -0.049 -2.651 -2.781
H -1.426 -2.040 -3.405
H -0.325 -0.621 -4.876
H 0.493 -2.172 -5.040
H 2.122 -0.290 -4.721
H 2.224 -1.511 -3.442
H 2.204 0.340 -2.288
H 1.495 1.819 -4.286
H 1.407 2.345 -2.604
H -0.895 1.222 -4.265
H -0.701 2.884 -3.714
H -2.167 1.353 -2.322
H -1.008 2.109 -1.479
C -6.119 3.748 -1.774
C -5.260 2.537 -1.534
C -5.083 1.571 -2.517
C -4.309 0.434 -2.302
C -4.182 -0.570 -3.418
C -3.669 0.263 -1.059
Se -2.524 -1.280 -0.817
C -3.853 1.216 -0.050
C -3.248 1.086 1.318
C -4.641 2.335 -0.310
H -6.460 3.792 -2.807
H -5.574 4.667 -1.554
H -6.999 3.729 -1.130
H -5.576 1.693 -3.475
H -4.848 -0.316 -4.241
H -4.410 -1.578 -3.076
H -3.157 -0.591 -3.806
H -2.589 0.227 1.396
H -4.032 0.975 2.071
H -2.693 1.990 1.578
H -4.777 3.067 0.481
C -2.358 -1.576 6.061
C -1.646 -1.275 4.773
C -1.252 0.012 4.450
C -0.604 0.296 3.253
C -0.219 1.731 2.985
C -0.337 -0.743 2.352
As 0.556 -0.174 0.725
N 0.815 -1.634 -0.389
C 2.035 -2.199 -0.806
C 1.977 -3.551 -1.182
C 3.088 -4.198 -1.696
C 4.293 -3.517 -1.834
C 4.367 -2.190 -1.440
C 3.254 -1.530 -0.931
C 2.250 0.547 1.349
C 2.635 1.844 0.996
C 1.807 2.775 0.146
C 3.845 2.347 1.471
C 4.673 1.603 2.291
C 5.973 2.153 2.804
C 4.263 0.319 2.643
C 3.068 -0.222 2.200
C 2.703 -1.612 2.646
C -0.727 -2.060 2.654
C -0.460 -3.254 1.777
C -1.376 -2.288 3.860
H -2.392 -0.702 6.708
H -1.862 -2.384 6.600
H -3.384 -1.896 5.867
H -1.454 0.824 5.141
H -0.872 2.403 3.540
H -0.307 1.993 1.927
H 0.810 1.930 3.292
H 1.042 -4.081 -1.044
H 3.021 -5.241 -1.978
H 5.165 -4.020 -2.229
H 5.303 -1.653 -1.525
H 3.357 -0.501 -0.607
H 0.878 2.321 -0.193
H 2.379 3.092 -0.729
H 1.561 3.681 0.705
H 4.136 3.355 1.196
H 6.144 3.167 2.449
H 6.809 1.531 2.481
H 5.982 2.166 3.895
H 4.897 -0.279 3.289
H 3.563 -2.096 3.107
H 2.384 -2.231 1.807
H 1.893 -1.594 3.377
H -0.891 -3.127 0.787
H -0.894 -4.144 2.230
H 0.610 -3.425 1.652
H -1.680 -3.302 4.098

# 2
Density functional theory data (ωB97M-V/def2-TZVPD) for a 2-piece molecular cluster, C2BrF3S overall at a distorted geometry.

ΔE to the lowest compared entry with this formula, charge and spin: 89.3 kcal/mol
molar mass: 193.0 g/mol
lowest unoccupied orbital energy (alpha / beta): -0.79 / -1.74 eV
HOMO level (alpha / beta): -10.19 / -8.47 eV
gap between HOMO and LUMO (alpha / beta): 9.40 / 6.73 eV

Positions of all 7 atoms, in Å:
C 1.076 0.515 1.894
C -0.554 -0.467 -1.828
F 1.889 1.267 1.268
F -0.857 -1.711 -2.240
F -1.309 0.427 -2.525
S 0.815 0.176 3.414
Br -1.060 -0.207 0.017

# 3
Density functional theory data (ωB97M-V/def2-TZVPD) for one molecule with the formula C26H30N2O4.

ΔE to the lowest compared entry with this formula, charge and spin: 17.1 kcal/mol
molar mass: 434.5 g/mol
lowest unoccupied orbital energy: 0.18 eV
HOMO level: -8.68 eV
gap between HOMO and LUMO: 8.87 eV

Positions of all 62 atoms, in Å:
C -2.374 -2.157 3.077
C -3.141 -1.443 2.010
C -2.759 -0.156 1.634
C -3.437 0.546 0.654
O -3.059 1.786 0.237
C -1.980 2.444 0.881
C -1.879 3.840 0.271
C -0.636 1.715 0.686
O 0.236 1.769 1.527
N -0.552 1.078 -0.494
C 0.551 0.219 -0.899
C 0.705 -0.971 0.049
C 1.869 -1.846 -0.408
N 3.091 -1.071 -0.420
C 4.270 -1.883 -0.661
C 5.530 -1.120 -0.354
C 5.587 -0.306 0.771
C 6.743 0.390 1.075
C 7.858 0.276 0.260
C 7.809 -0.534 -0.860
C 6.649 -1.226 -1.168
C 2.993 0.029 -1.360
C 1.877 0.979 -0.941
C -4.563 -0.032 0.014
C -5.377 0.601 -0.999
C -5.114 1.991 -1.474
C -6.417 -0.095 -1.518
C -6.758 -1.438 -1.113
O -7.665 -2.099 -1.555
O -5.970 -1.992 -0.138
C -4.927 -1.333 0.408
C -4.224 -2.028 1.389
H -2.616 -3.215 3.089
H -2.620 -1.737 4.053
H -1.303 -2.035 2.926
H -1.905 0.280 2.125
H -2.168 2.527 1.960
H -2.804 4.386 0.434
H -1.697 3.768 -0.799
H -1.058 4.377 0.736
H -1.377 1.083 -1.074
H 0.310 -0.145 -1.904
H -0.217 -1.556 0.078
H 0.917 -0.590 1.048
H 1.993 -2.678 0.290
H 1.642 -2.269 -1.406
H 4.304 -2.264 -1.699
H 4.217 -2.750 0.007
H 4.711 -0.220 1.395
H 6.776 1.023 1.950
H 8.761 0.818 0.498
H 8.675 -0.626 -1.500
H 6.615 -1.854 -2.047
H 3.946 0.561 -1.364
H 2.800 -0.339 -2.387
H 1.814 1.813 -1.641
H 2.088 1.369 0.054
H -5.126 2.686 -0.637
H -4.134 2.059 -1.940
H -5.870 2.289 -2.196
H -7.057 0.333 -2.273
H -4.551 -3.023 1.642

# 4
Density functional theory data (ωB97M-V/def2-TZVPD) for a 2-piece molecular cluster, C34H34NO overall at a distorted geometry.

molar mass: 472.7 g/mol
lowest unoccupied orbital energy: -5.08 eV
charge: +1
HOMO level: -8.81 eV
gap between HOMO and LUMO: 3.73 eV

Positions of all 70 atoms, in Å:
C 5.998 0.424 2.604
O 5.404 1.534 1.890
C 4.061 1.710 2.002
C 3.462 2.646 1.123
C 2.121 2.553 0.858
C 1.320 1.547 1.475
C 0.028 1.228 0.957
C -0.830 0.251 1.502
N -2.156 0.523 1.642
C -2.642 1.893 1.658
C -4.162 1.790 1.851
C -4.535 0.318 1.635
C -3.218 -0.472 1.585
C -0.331 -1.099 1.857
C 0.821 -1.620 1.237
C 1.174 -2.964 1.378
C 0.433 -3.783 2.240
C -0.599 -3.230 3.008
C -0.951 -1.890 2.849
C 1.885 0.892 2.608
C 3.238 0.941 2.861
H 7.046 0.428 2.300
H 5.920 0.571 3.693
H 5.523 -0.531 2.321
H 4.109 3.348 0.598
H 1.654 3.217 0.128
H -0.380 1.909 0.208
H -2.169 2.469 2.470
H -2.403 2.413 0.718
H -4.415 2.101 2.869
H -4.688 2.447 1.156
H -5.157 -0.052 2.455
H -5.084 0.170 0.701
H -3.138 -1.104 0.683
H -3.193 -1.152 2.445
H 1.440 -0.952 0.636
H 2.027 -3.358 0.821
H 0.683 -4.841 2.335
H -1.133 -3.835 3.743
H -1.696 -1.446 3.511
H 1.240 0.306 3.262
H 3.679 0.347 3.664
C -1.260 -1.360 -1.873
C -2.289 -1.841 -2.738
C -3.010 -3.025 -2.411
C -3.928 -3.569 -3.301
C -4.164 -2.951 -4.542
C -3.489 -1.764 -4.869
C -2.577 -1.203 -3.980
C -0.584 -0.149 -2.050
C 0.746 0.003 -1.677
C 1.606 1.077 -2.084
C 3.010 0.968 -1.883
C 3.860 2.012 -2.213
C 3.342 3.193 -2.764
C 1.967 3.307 -3.005
C 1.101 2.266 -2.672
H -0.932 -2.023 -1.068
H -2.810 -3.503 -1.449
H -4.465 -4.481 -3.038
H -4.867 -3.393 -5.250
H -3.676 -1.280 -5.829
H -2.042 -0.287 -4.239
H -1.116 0.693 -2.508
H 1.248 -0.884 -1.283
H 3.405 0.044 -1.452
H 4.930 1.915 -2.028
H 4.013 4.018 -3.010
H 1.565 4.216 -3.456
H 0.031 2.354 -2.867